(1)
105
Properties=species:S:1:pos:R:3:forces:R:3 method="wB97M-V/def2-TZVPD" e_lumo_ev=-0.711 orbital_gap_ev=5.7 e_tot_ev=-96888.6090 homo_ev=-6.4 largest_force_ev_per_a=0.92 de_lowest_kcal_mol=71.8
Na 1.020010 -0.076907 1.246683 -0.01 0.01 0.08
C 3.435377 -1.787841 -1.842367 0.02 0.01 -0.02
P 2.694251 -0.203400 -1.300265 0.00 -0.06 0.02
C 1.385728 -0.013165 -2.598368 0.00 0.00 0.04
N 1.584431 -0.246709 -3.834889 -0.02 -0.01 -0.01
C 0.304034 -0.104287 -4.565434 0.02 -0.02 0.01
C 0.320115 0.640392 -5.870866 0.00 0.01 -0.01
C -0.830282 1.020970 -6.433864 0.00 -0.01 0.01
C -2.209247 0.697244 -6.003153 0.00 0.00 0.00
C -2.724520 0.305700 -4.822166 0.01 0.01 0.00
C -1.931488 0.178472 -3.603431 -0.02 -0.01 -0.02
N -2.189924 -0.561819 -2.599295 0.05 0.00 0.01
C -1.066717 -0.519136 -1.648012 -0.03 0.01 -0.03
P -1.676942 0.096854 0.037202 0.03 0.04 -0.02
C -2.202333 1.794141 -0.425166 -0.03 -0.01 0.00
C -3.320686 -0.729579 0.383121 -0.01 -0.01 0.00
C -3.164053 -2.245736 0.254961 0.00 0.00 0.00
C -3.625534 -0.380332 1.848184 -0.02 0.01 0.00
C -4.488369 -0.262352 -0.487586 -0.03 0.00 0.00
C 3.943687 1.082355 -1.836007 0.02 0.01 -0.02
C 3.218175 2.425338 -1.946240 -0.02 0.01 -0.01
C 4.974397 1.163457 -0.704882 0.01 0.00 0.01
C 4.644416 0.759286 -3.153044 0.01 -0.01 -0.01
H 3.559444 -1.824398 -2.923226 0.00 -0.01 0.00
H 2.782757 -2.602674 -1.528229 -0.01 0.00 0.00
H 4.399675 -1.926556 -1.351389 0.00 0.00 0.00
H 1.272114 0.856435 -6.339698 0.00 0.00 0.00
H -0.775401 1.545319 -7.380334 0.00 0.00 0.00
H -2.919694 0.747633 -6.821773 0.00 0.00 0.00
H -3.769897 0.028395 -4.770520 0.00 0.00 0.00
H -2.740464 1.826693 -1.373870 0.00 0.01 0.00
H -1.342667 2.460739 -0.454155 0.00 -0.01 -0.01
H -2.869161 2.154781 0.359455 0.00 0.00 0.00
H -2.396212 -2.626738 0.930289 -0.02 0.01 -0.01
H -2.933855 -2.545801 -0.769277 0.00 0.01 0.00
H -4.102325 -2.727450 0.541503 0.00 0.00 0.00
H -2.840945 -0.728356 2.520597 0.01 0.00 0.00
H -4.558572 -0.862384 2.150018 0.00 0.00 0.00
H -3.751019 0.695206 1.996869 0.00 0.00 0.00
H -4.328748 -0.492614 -1.538178 0.00 0.00 0.02
H -4.676380 0.806945 -0.381291 0.00 0.00 0.00
H -5.390650 -0.781634 -0.153124 0.00 0.01 0.00
H 2.649457 2.644461 -1.040143 0.00 0.00 0.01
H 2.533821 2.439052 -2.798085 0.00 0.00 0.00
H 3.949685 3.224161 -2.096848 0.00 0.00 0.00
H 4.508158 1.484640 0.229331 0.00 0.00 -0.01
H 5.750771 1.887904 -0.964370 -0.01 0.00 0.00
H 5.465783 0.203190 -0.530973 0.00 0.00 0.00
H 3.930006 0.614352 -3.962969 0.00 0.00 0.00
H 5.258082 -0.139128 -3.074647 0.00 0.00 0.01
H 5.307550 1.587517 -3.419530 0.00 0.00 0.00
F -2.117787 -5.807698 2.164229 0.00 0.01 0.00
C -1.908935 -4.661305 2.824083 0.01 -0.02 0.01
C -2.799804 -4.284320 3.798080 0.00 0.01 0.02
F -3.811505 -5.120394 4.060140 0.00 0.01 -0.01
C -2.708656 -3.058597 4.510236 0.01 -0.01 -0.01
C -1.563469 -2.308760 4.157622 0.00 -0.01 -0.02
C -0.686855 -2.696798 3.181639 0.02 0.00 0.03
F 0.340049 -1.848558 2.888296 -0.01 0.01 0.00
C -0.812010 -3.879455 2.464866 0.01 0.00 0.01
C 0.024883 -4.107674 1.266652 -0.20 0.27 0.31
C 0.076621 -3.094902 0.424184 0.39 -0.54 -0.64
N 0.229490 -2.140719 -0.304252 -0.22 0.25 0.26
C 0.831824 -5.262251 1.027625 0.00 -0.03 -0.01
N 1.490980 -6.181130 0.819408 -0.01 0.01 0.00
F -1.313213 -1.131053 4.765993 0.00 0.03 0.00
C -3.661198 -2.618914 5.459058 -0.05 0.03 -0.06
C -3.541416 -1.377487 6.138731 0.05 -0.02 0.05
N -3.470469 -0.378197 6.713651 -0.03 0.01 -0.03
C -4.849167 -3.339533 5.756949 0.04 -0.06 0.07
N -5.825245 -3.883537 6.044602 -0.02 0.03 -0.03
C 0.844520 5.549496 2.056819 0.00 0.00 0.00
N 0.822101 4.464820 1.094906 0.00 -0.02 0.00
C 0.615264 4.815702 -0.297660 0.00 0.00 0.01
C 0.966404 3.191729 1.479849 -0.03 -0.03 0.03
O 0.945866 2.218631 0.731274 0.03 0.02 -0.03
H -0.104914 6.087289 2.047528 0.00 0.00 0.00
H 1.645984 6.251824 1.821637 0.00 0.00 0.00
H 1.009536 5.149950 3.055429 0.00 0.01 0.00
H -0.323083 5.361354 -0.410460 0.00 0.00 0.00
H 0.580681 3.906913 -0.891289 0.00 0.00 0.00
H 1.432831 5.444757 -0.654707 0.00 0.01 0.00
H 1.108399 3.076876 2.563748 0.01 0.01 0.00
F -0.388091 -1.806850 -6.124829 0.00 0.00 0.00
C -0.188360 -1.539858 -4.813139 0.01 0.00 0.01
C -0.570828 0.755586 -3.607841 -0.01 0.02 0.00
C -0.007672 0.499402 -2.235172 0.00 0.01 -0.03
C -0.401814 -1.875655 -1.558134 0.02 -0.02 0.03
C -0.143917 -2.712514 -2.563817 -0.01 0.01 0.00
C -0.380039 -2.570428 -3.995632 0.00 0.01 -0.01
H -0.522973 1.793542 -3.929564 0.01 0.00 0.01
H 0.084411 1.387027 -1.609335 -0.01 0.02 0.00
H 0.355232 -3.640103 -2.296073 0.00 0.00 0.01
H -0.645386 -3.489655 -4.507799 0.00 0.00 0.00
C 3.107935 1.744599 5.652343 0.00 0.00 0.00
C 1.792902 1.312170 5.611707 0.01 0.01 0.00
C 1.312291 0.756389 4.435669 0.00 -0.02 -0.01
N 2.057048 0.621347 3.334842 0.04 0.02 -0.02
C 3.323343 1.040644 3.387816 0.00 0.01 0.00
C 3.892200 1.605612 4.516431 -0.01 0.00 0.01
H 3.518322 2.176951 6.555608 0.00 0.00 0.00
H 1.143196 1.390078 6.472240 -0.01 0.00 0.00
H 0.294003 0.394776 4.378719 -0.01 -0.01 0.00
H 3.908583 0.914484 2.482833 -0.01 0.00 0.00
H 4.926065 1.921760 4.503712 0.00 0.00 0.00

***

(2)
102
Properties=species:S:1:pos:R:3:forces:R:3 method="wB97M-V/def2-TZVPD" e_lumo_ev=3.392 orbital_gap_ev=5.1 e_tot_ev=-110763.5432 homo_ev=-1.7 largest_force_ev_per_a=0.90 total_charge=-2 de_lowest_kcal_mol=23.5
Pd -0.139370 1.659501 0.811022 0.26 0.65 0.46
Te 3.717168 -0.383159 1.320278 -0.02 -0.09 -0.53
C 5.106968 -1.439365 0.087220 0.02 0.11 0.03
C 6.433745 -1.602053 0.485490 -0.02 -0.03 0.10
C 7.335997 -2.228820 -0.361697 -0.08 -0.02 -0.04
N 7.018735 -2.710202 -1.566028 -0.19 0.05 0.04
C 5.738828 -2.565695 -1.933934 0.17 0.00 0.10
C 4.765131 -1.950142 -1.160933 0.05 -0.03 -0.05
C 2.454243 0.114000 -0.367478 -0.17 0.22 0.85
P 1.909065 1.804210 -0.045726 0.26 -0.01 -0.64
C 3.365952 2.867670 0.327348 0.00 -0.10 0.10
C 3.248290 4.018026 1.093371 0.02 0.05 0.01
C 4.344991 4.854695 1.277959 -0.06 0.00 0.00
C 5.561334 4.550854 0.686290 -0.02 -0.07 -0.03
C 5.678352 3.411650 -0.105420 -0.05 0.01 0.02
C 4.587548 2.573130 -0.283682 -0.04 0.10 0.01
C 1.610290 2.644350 -1.674433 -0.23 0.04 0.05
C 2.232038 2.211720 -2.839724 -0.02 0.03 -0.02
C 2.042490 2.907184 -4.028788 0.01 -0.02 0.04
C 1.242070 4.042701 -4.055590 0.00 -0.03 0.06
C 0.618458 4.476447 -2.890681 0.07 -0.07 0.02
C 0.794041 3.776678 -1.703308 0.05 -0.04 -0.08
P 0.798033 -0.728177 -0.193600 0.11 -0.39 -0.53
C 0.102878 -0.233987 -1.850667 0.04 0.07 -0.02
C 0.566434 -0.746620 -3.066331 -0.09 0.02 0.03
C 0.074339 -0.278058 -4.274584 0.00 0.00 0.05
C -0.875514 0.739931 -4.295689 0.02 -0.02 -0.03
C -1.308363 1.299115 -3.106117 0.05 0.02 0.05
C -0.818385 0.812934 -1.897982 0.06 -0.13 0.05
C 0.990423 -2.564303 -0.463933 -0.02 -0.18 0.10
C 0.123033 -3.281566 -1.301834 0.14 -0.02 0.07
C 0.122346 -4.672610 -1.337026 -0.03 0.10 0.00
C 0.975959 -5.399974 -0.521821 -0.01 -0.02 0.07
C 1.810060 -4.714146 0.351709 -0.02 0.08 -0.01
C 1.801126 -3.325151 0.393880 0.00 -0.04 -0.25
H 6.766641 -1.230791 1.450165 0.03 0.01 -0.07
H 8.376567 -2.340669 -0.063902 -0.06 0.00 0.00
H 5.482139 -2.963901 -2.912409 -0.01 0.01 0.03
H 3.751950 -1.847608 -1.529309 0.00 0.04 -0.03
H 2.300490 4.252214 1.561390 0.02 -0.01 0.03
H 4.244704 5.737975 1.899928 0.00 -0.06 -0.04
H 6.419304 5.194962 0.845572 -0.03 -0.02 -0.02
H 6.624507 3.172913 -0.580878 -0.06 -0.01 0.05
H 4.675400 1.684405 -0.897220 0.00 -0.02 0.01
H 2.845603 1.317648 -2.800561 -0.02 0.00 -0.03
H 2.512591 2.553354 -4.940716 0.00 0.01 0.04
H 1.092519 4.579737 -4.986332 0.01 -0.01 0.02
H -0.019225 5.353209 -2.908729 0.00 -0.03 0.02
H 0.256923 4.072774 -0.808596 -0.07 0.02 0.03
H 1.330875 -1.513428 -3.058426 0.02 -0.04 -0.01
H 0.446292 -0.687081 -5.207556 0.01 -0.02 0.02
H -1.249229 1.116901 -5.241644 0.02 -0.01 0.02
H -1.998825 2.134264 -3.105507 0.02 -0.01 0.04
H -1.111602 1.330990 -0.976179 -0.38 -0.21 -0.44
H -0.568066 -2.751782 -1.939604 -0.05 0.07 -0.07
H -0.556374 -5.187900 -2.008807 0.00 0.03 0.02
H 0.969532 -6.485387 -0.544208 0.02 0.08 -0.01
H 2.467483 -5.261845 1.019035 -0.03 0.04 -0.03
H 2.441223 -2.817989 1.100068 0.03 -0.01 0.06
I 1.286601 1.772073 2.951854 -0.03 -0.13 0.13
I 2.588118 1.583457 5.987189 0.13 -0.02 0.38
C -4.620315 3.724389 0.535830 -0.15 0.07 -0.08
Si -2.868046 3.883091 1.273105 0.01 0.15 -0.03
C -2.969494 3.088523 3.000155 0.02 -0.12 0.04
C -2.733016 5.744061 1.618320 0.01 0.15 -0.02
O -1.730990 3.335018 0.304639 -0.13 -0.32 -0.05
H -5.368701 4.172676 1.206912 0.11 -0.07 -0.09
H -4.911792 2.682608 0.362456 0.01 0.09 0.03
H -4.674073 4.251968 -0.426324 0.01 -0.07 0.11
H -2.998848 3.845186 3.793151 -0.04 -0.05 -0.09
H -2.088033 2.468575 3.181326 0.02 0.01 0.03
H -3.853276 2.445549 3.112032 0.08 0.06 -0.03
H -3.531681 6.069152 2.300613 0.11 -0.03 -0.09
H -2.820274 6.326656 0.691980 0.04 -0.06 0.10
H -1.770835 5.987697 2.083809 -0.08 -0.03 -0.05
C -1.176022 -1.202886 3.247234 -0.06 -0.04 -0.02
C -2.194766 -0.704929 2.286432 -0.15 -0.04 -0.07
N -2.048921 0.264932 1.421401 -0.04 0.24 -0.01
C -3.230983 0.371649 0.721809 -0.01 0.13 -0.01
C -4.121763 -0.542374 1.176465 0.11 -0.01 0.04
N -3.459881 -1.234467 2.183429 0.05 -0.22 -0.12
C -4.030451 -2.266942 2.998793 -0.04 0.17 0.07
N -3.825722 -3.633910 2.558235 0.18 0.37 -0.02
N -3.052664 -4.458916 3.299675 -0.10 -0.01 -0.12
N -3.032040 -5.617889 2.766914 -0.04 -0.09 -0.12
C -3.808358 -5.581044 1.623508 0.14 -0.09 0.11
C -4.105907 -6.579959 0.696178 0.02 -0.15 -0.09
C -4.933493 -6.244797 -0.350062 0.02 -0.03 -0.01
C -5.463708 -4.942552 -0.478677 0.01 -0.01 0.02
C -5.175283 -3.948341 0.426915 -0.02 0.03 -0.03
C -4.326104 -4.298376 1.482308 -0.04 0.05 0.06
H -0.248246 -0.660741 3.084498 0.02 0.02 -0.02
H -0.993555 -2.271046 3.106212 -0.02 0.02 0.02
H -1.483102 -1.031686 4.283031 0.00 -0.01 -0.03
H -3.358571 1.129239 -0.037665 0.09 -0.08 0.08
H -5.145863 -0.749201 0.905753 0.10 0.01 0.07
H -5.100288 -2.082499 3.057868 -0.12 -0.01 0.05
H -3.603705 -2.219576 3.994634 0.03 -0.02 0.12
H -3.685216 -7.572996 0.802356 -0.04 0.07 -0.01
H -5.177261 -6.988643 -1.098529 -0.01 0.03 0.02
H -6.108401 -4.715596 -1.319043 0.02 -0.02 0.02
H -5.575206 -2.950905 0.310192 0.05 -0.01 0.01